ORCA calculation (ωB97M-V/def2-TZVPD) on the molecule C4H8O2.

Geometry (Å):
C1 0.257 -1.735 -0.382
C2 0.261 -0.446 0.413
C3 0.856 0.771 -0.301
O1 0.136 1.846 0.269
C4 -1.167 1.355 0.420
O2 -1.081 -0.033 0.664
H1 1.279 -2.074 -0.586
H2 -0.257 -2.520 0.179
H3 -0.266 -1.594 -1.333
H4 0.771 -0.592 1.377
H5 1.919 0.926 -0.109
H6 0.685 0.711 -1.390
H7 -1.631 1.861 1.273
H8 -1.761 1.523 -0.495

Summary:
- E (Ha) = -307.66537
- HOMO (eV) = -9.794
- gap between HOMO and LUMO (eV) = 10.9
- strongest force on any atom (eV/A) = 0.437
- LUMO energy (eV) = 1.07

Löwdin population analysis, charges in e, atoms 1 to 4: -0.039 -0.369 -0.149 -0.085